The following is a DFT calculation (ωB97M-V/def2-TZVPD) of one molecule with the formula C3H9NO at a distorted geometry.

Positions of all 14 atoms, in Å:
C -0.658 -0.300 2.123
N -1.095 -0.312 0.714
C -0.398 0.329 -0.438
C 1.011 -0.133 -1.349
O 1.463 0.821 -2.322
H 0.234 -0.978 2.244
H -0.458 0.878 2.147
H -1.457 -0.735 2.815
H -2.098 -0.375 0.787
H -0.260 1.399 -0.194
H -1.203 0.273 -1.365
H 0.841 -1.168 -1.961
H 1.795 -0.202 -0.466
H 2.283 0.504 -2.734

## Properties
energy above the lowest of the compared OMol25 structures with the same formula, charge and spin: 3.876 eV
SMILES: CNCCO
LUMO: 1.01 eV
net charge: 0